1.
DFT (ωB97M-V with the def2-TZVPD basis set) results for C32H42NO5V as an isolated structure at a distorted geometry.

ORCA input file:
```
! wB97M-V def2-TZVPD RIJCOSX def2/J DEFGRID3
* xyz -1 2
C 0.53 -0.86 -4.85
C 0.32 -1.59 -3.48
C 0.10 0.62 -4.58
C -0.71 0.60 -3.24
H -0.50 0.98 -5.43
H 1.02 1.24 -4.57
C -0.81 -0.89 -2.79
H 1.28 -1.47 -2.94
H 0.16 -2.65 -3.68
C -1.04 -1.20 -1.30
H -1.74 -1.25 -3.22
H -1.72 0.96 -3.44
C -0.14 1.58 -2.29
C 1.97 -0.99 -5.40
C -0.25 -1.46 -6.02
O -0.79 -0.81 -6.92
O 2.94 -1.05 -4.65
O 2.03 -1.13 -6.73
O -0.23 -2.80 -6.03
C -0.84 -3.32 -7.21
H -0.73 -4.41 -7.14
H -0.33 -2.95 -8.10
H -1.89 -3.04 -7.26
C 3.33 -1.33 -7.25
H 4.03 -0.58 -6.90
H 3.22 -1.27 -8.33
H 3.71 -2.32 -6.98
O -0.49 -0.36 -0.27
H -0.80 -2.26 -1.04
H -2.12 -1.09 -1.19
C -1.06 2.44 -1.56
C 1.28 1.64 -2.11
H 1.63 2.48 -2.79
H 1.85 0.73 -2.37
H 1.56 1.95 -1.07
H -0.64 2.80 -0.60
H -2.05 1.97 -1.36
H -1.24 3.31 -2.22
V -0.07 -0.23 1.33
C -1.84 -0.33 3.32
C -2.50 -0.03 2.10
C -2.25 -1.10 1.21
H -3.20 0.79 1.93
C -1.34 -2.03 1.83
C -1.11 -1.54 3.16
H -0.64 -2.09 3.96
H -2.04 0.13 4.28
H -2.83 -1.30 0.30
H -1.07 -3.01 1.45
C 2.18 0.32 1.84
C 1.80 -0.67 2.80
C 1.42 -1.85 2.11
H 1.94 -0.57 3.87
C 1.57 -1.62 0.70
C 2.07 -0.28 0.54
H 2.41 0.18 -0.38
H 2.55 1.31 2.07
H 1.16 -2.80 2.58
H 1.40 -2.36 -0.08
C -1.75 1.50 6.81
N -1.07 0.36 6.22
C -1.08 -0.80 7.09
C 0.22 0.61 5.57
C 0.18 1.70 4.52
C 0.40 3.01 5.03
C 0.21 4.14 4.22
C -0.10 3.95 2.88
C -0.21 2.64 2.35
C -0.04 1.54 3.16
H -2.71 1.14 7.20
H -1.93 2.28 6.07
H -1.19 1.95 7.66
H -2.12 -1.02 7.37
H -0.66 -1.66 6.55
H -0.50 -0.65 8.01
H 0.97 0.89 6.35
H 0.55 -0.34 5.14
H 0.69 3.14 6.07
H 0.33 5.13 4.64
H -0.23 4.81 2.21
H -0.42 2.54 1.28
*
```

## Properties
Frontier orbital gap (alpha / beta)   3.3 / 3.1 eV
Strongest force on any atom   0.1045 Eh/bohr
DFT total energy   -71273.5701 eV
E_LUMO (alpha / beta)   2.458 / 2.463 eV

2.
DFT (ωB97M-V with the def2-TZVPD basis set) results for a 2-piece molecular cluster, C11H15N overall at a distorted geometry.

ORCA input file:
```
! wB97M-V def2-TZVPD RIJCOSX def2/J DEFGRID3
* xyz 0 1
C 1.29 -1.64 3.77
C 1.76 -1.12 2.46
C 3.09 -0.77 2.18
N 3.27 -0.15 0.97
C 2.06 -0.33 0.29
C 1.64 0.12 -1.01
C 0.36 -0.12 -1.32
C -0.62 -0.71 -0.51
C -0.24 -1.02 0.82
C 1.04 -0.88 1.18
H 1.44 -0.69 4.46
H 1.94 -2.49 4.22
H 0.27 -2.09 3.66
H 4.02 -1.07 2.68
H 4.12 -0.22 0.50
H 2.23 0.78 -1.63
H -0.03 0.33 -2.29
H -1.62 -1.07 -0.90
H -0.93 -1.43 1.55
C -2.55 1.60 -2.20
C -3.79 1.96 -3.03
H -1.99 0.72 -2.59
H -1.73 2.31 -2.35
H -2.78 1.41 -1.08
H -3.48 2.39 -4.02
H -4.60 1.23 -3.05
H -4.18 2.96 -2.76
*
```

## Properties
Frontier orbital gap   8.7 eV
Strongest force on any atom   0.0948 Eh/bohr
DFT total energy   -13138.8550 eV
E_LUMO   0.954 eV

3.
DFT (ωB97M-V with the def2-TZVPD basis set) results for one molecule with the formula C13H10S at a distorted geometry.

ORCA input file:
```
! wB97M-V def2-TZVPD RIJCOSX def2/J DEFGRID3
* xyz 0 1
C 1.52 -0.83 3.16
C 1.11 0.44 3.36
C 0.36 1.14 2.53
C -0.34 0.47 1.42
C 0.10 -0.86 1.32
C 1.19 -1.41 1.99
C -0.33 -1.60 0.01
C -0.04 -0.74 -1.20
C 0.70 -1.10 -2.42
C 0.53 -0.45 -3.54
C -0.16 0.83 -3.57
C -0.81 1.16 -2.44
C -0.74 0.48 -1.24
S -1.46 1.18 0.31
H 2.19 -1.29 3.76
H 1.46 1.00 4.19
H 0.22 2.18 2.79
H 1.63 -2.33 1.72
H -0.05 -2.65 -0.07
H -1.44 -1.70 -0.10
H 1.13 -2.16 -2.22
H 1.03 -0.63 -4.51
H -0.25 1.50 -4.46
H -1.06 2.08 -2.33
*
```

## Properties
Frontier orbital gap   9.2 eV
Strongest force on any atom   0.1455 Eh/bohr
DFT total energy   -24476.2362 eV
E_LUMO   0.847 eV

4.
DFT (ωB97M-V with the def2-TZVPD basis set) results for C5H17N3 as an isolated structure at a distorted geometry.

ORCA input file:
```
! wB97M-V def2-TZVPD RIJCOSX def2/J DEFGRID3
* xyz 0 1
C -1.62 -0.35 -0.81
C -1.61 1.47 0.89
N -0.83 0.59 0.01
N -0.84 -0.92 -1.88
N -2.20 -1.35 0.06
H -0.16 0.03 0.59
H -2.45 0.22 -1.26
H -1.47 -1.93 0.45
H 0.00 -1.35 -1.52
H -0.56 -0.20 -2.55
H -2.82 -1.95 -0.46
H -2.18 0.87 1.60
H -2.31 2.07 0.30
H -0.93 2.12 1.42
C 2.40 0.05 -0.04
C 1.45 -0.91 1.36
C 1.80 1.18 -0.70
H 3.26 0.28 0.58
H 2.56 -0.83 -0.65
H 1.95 1.21 -1.78
H 0.38 1.03 -0.48
H 0.62 -0.61 2.01
H 2.29 -0.94 2.06
H 1.26 -1.94 1.04
H 2.01 2.15 -0.25
*
```

## Properties
Frontier orbital gap   8.2 eV
Strongest force on any atom   0.0700 Eh/bohr
DFT total energy   -9927.5303 eV
E_LUMO   0.965 eV

5.
DFT (ωB97M-V with the def2-TZVPD basis set) results for a 2-piece molecular cluster, C2Cl2FN overall at a distorted geometry.

ORCA input file:
```
! wB97M-V def2-TZVPD RIJCOSX def2/J DEFGRID3
* xyz 0 1
C -1.45 0.06 -0.24
C 0.68 -0.01 0.20
N -2.49 0.21 -0.67
F 0.65 0.21 1.52
Cl 1.54 1.19 -0.65
Cl 1.07 -1.66 -0.16
*
```

## Properties
Frontier orbital gap   9.9 eV
Strongest force on any atom   0.1127 Eh/bohr
DFT total energy   -31322.9146 eV
E_LUMO   -1.671 eV

6.
DFT (ωB97M-V with the def2-TZVPD basis set) results for C22H32N8PW as an isolated structure.

ORCA input file:
```
! wB97M-V def2-TZVPD RIJCOSX def2/J DEFGRID3
* xyz 1 1
W 0.44 0.35 -0.52
C -3.25 0.84 3.74
N -2.35 1.23 2.66
C -2.00 2.51 2.34
C -1.17 2.43 1.27
N -1.00 1.12 0.93
C -1.73 0.40 1.78
P -1.98 -1.39 1.73
C -2.12 -1.50 -0.07
N -1.32 -0.90 -0.93
C -1.77 -1.22 -2.19
C -2.86 -2.04 -2.07
N -3.07 -2.21 -0.73
C -4.11 -3.04 -0.13
C -0.23 -1.91 1.82
N 0.72 -1.42 1.04
C 1.88 -2.07 1.38
C 1.61 -2.95 2.39
N 0.27 -2.84 2.66
C -0.47 -3.63 3.62
H -3.45 1.71 4.35
H -2.79 0.07 4.36
H -4.19 0.46 3.34
H -2.36 3.36 2.89
H -0.67 3.21 0.72
H -1.28 -0.86 -3.07
H -3.48 -2.50 -2.81
H -4.77 -3.39 -0.92
H -4.69 -2.47 0.59
H -3.67 -3.91 0.37
H 2.81 -1.86 0.89
H 2.25 -3.63 2.92
H 0.24 -4.15 4.26
H -1.10 -4.37 3.12
H -1.10 -3.00 4.25
C 5.38 -0.13 -1.15
C 4.48 -0.98 -1.78
C 3.12 -0.85 -1.56
C 2.60 0.14 -0.70
C 3.53 1.00 -0.10
C 4.90 0.87 -0.31
H 6.44 -0.24 -1.32
H 4.85 -1.76 -2.44
H 2.44 -1.53 -2.06
H 3.19 1.80 0.54
H 5.59 1.55 0.17
C 0.42 1.52 -4.29
C -0.03 2.25 -3.02
C -1.51 2.61 -3.10
C 0.82 3.51 -2.82
N 0.18 1.39 -1.88
H 0.30 2.17 -5.16
H -0.17 0.62 -4.45
H 1.47 1.24 -4.21
H -1.69 3.26 -3.96
H -1.83 3.13 -2.20
H -2.12 1.71 -3.21
H 0.70 4.18 -3.67
H 1.87 3.24 -2.72
H 0.51 4.03 -1.91
N 1.63 1.11 2.65
H 1.34 0.96 3.61
H 1.82 2.11 2.56
H 2.53 0.64 2.53
*
```

## Properties
Frontier orbital gap   6.1 eV
Strongest force on any atom   0.0051 Eh/bohr
DFT total energy   -46363.7482 eV
E_LUMO   -2.509 eV

7.
DFT (ωB97M-V with the def2-TZVPD basis set) results for C13H33CeClIN2OP2S as an isolated structure at a distorted geometry.

ORCA input file:
```
! wB97M-V def2-TZVPD RIJCOSX def2/J DEFGRID3
* xyz 3 1
C -6.14 -1.16 -4.73
C -4.70 -1.39 -4.33
H -6.35 -1.73 -5.64
H -6.32 -0.10 -4.92
H -6.82 -1.52 -3.93
O -3.86 -2.07 -4.88
I -4.06 -0.34 -2.52
Ce -0.08 -0.08 -0.18
P -0.85 -1.99 1.47
C 0.36 -3.30 1.68
C -1.32 -1.33 3.09
H -1.77 -2.14 3.67
H -2.76 -3.42 1.33
H -2.03 -0.49 2.97
H -3.08 -1.86 0.48
H 1.28 -2.93 2.13
H -0.45 -0.92 3.61
C -2.34 -2.65 0.68
H -0.08 -4.08 2.29
H -2.11 -3.08 -0.31
H 0.66 -3.69 0.70
P 0.60 2.14 -1.42
C 2.24 2.09 -2.10
C -0.63 2.24 -2.75
H -0.59 3.58 0.12
H 0.56 4.47 -0.96
H 1.13 3.54 0.48
C 0.41 3.57 -0.35
H -1.66 2.20 -2.37
H -0.45 3.18 -3.29
H 2.40 2.99 -2.67
H 2.38 1.20 -2.73
H -0.54 1.38 -3.44
H 3.00 1.99 -1.32
Cl -2.30 1.12 0.44
C 3.29 2.21 2.68
C 3.09 0.79 3.10
N 2.65 -0.12 1.98
C 3.35 -0.44 0.89
S 2.60 -1.26 -0.45
N 4.63 -0.04 0.72
C 5.68 -0.17 1.81
C 5.74 -1.45 2.58
H 4.07 2.29 1.91
H 3.61 2.81 3.53
H 2.37 2.65 2.31
H 3.95 0.34 3.60
H 2.25 0.71 3.80
H 1.72 -0.57 2.04
H 4.93 -0.36 -0.20
H 6.60 -0.06 1.21
H 5.59 0.71 2.45
H 5.98 -2.30 1.94
H 6.53 -1.39 3.33
H 4.80 -1.66 3.11
*
```

## Properties
Frontier orbital gap (alpha / beta)   4.9 / 4.9 eV
Strongest force on any atom   0.0749 Eh/bohr
DFT total energy   -81982.3757 eV
E_LUMO (alpha / beta)   -11.629 / -11.609 eV

8.
DFT (ωB97M-V with the def2-TZVPD basis set) results for a 2-piece molecular cluster, CH5NS2 overall at a distorted geometry.

ORCA input file:
```
! wB97M-V def2-TZVPD RIJCOSX def2/J DEFGRID3
* xyz 0 1
C -1.23 -2.05 -3.49
N -0.09 -2.28 -3.96
H -1.77 -1.18 -3.88
H -1.77 -2.62 -2.72
H 0.36 -3.14 -3.67
S 0.74 2.55 5.38
S 1.73 3.36 3.78
H -0.52 2.99 5.16
H 2.56 2.37 3.41
*
```

## Properties
Frontier orbital gap   9.2 eV
Strongest force on any atom   0.0240 Eh/bohr
DFT total energy   -24277.3032 eV
E_LUMO   0.368 eV

9.
DFT (ωB97M-V with the def2-TZVPD basis set) results for C18H48Mn2N3O19S4 as an isolated structure at a distorted geometry.

ORCA input file:
```
! wB97M-V def2-TZVPD RIJCOSX def2/J DEFGRID3
* xyz 1 11
Mn 1.86 -1.91 -1.38
Mn 0.45 -2.79 1.96
N 0.44 0.27 0.59
O -0.13 1.29 0.91
O 0.65 -0.58 1.47
O 0.85 -0.09 -0.50
N 3.68 -2.20 1.67
O 4.76 -2.04 2.15
O 2.69 -2.60 2.28
O 3.55 -1.94 0.47
O 0.85 -2.94 -0.03
H 0.42 -3.82 -0.03
C 0.34 -2.91 -5.55
C 1.17 -2.62 -4.24
N 0.43 -2.06 -3.12
C -0.57 -3.17 -2.69
C -1.70 -2.74 -1.67
C -0.37 -0.83 -3.40
C 0.45 0.38 -3.85
H -0.32 -3.79 -5.53
H 1.15 -3.16 -6.23
H -0.10 -1.98 -5.90
H 1.77 -3.51 -4.05
H 1.96 -1.90 -4.45
H -1.05 -3.70 -3.52
H -0.03 -4.08 -2.45
H -2.47 -2.34 -2.33
H -2.11 -3.63 -1.18
H -1.37 -1.97 -0.99
H -0.99 -0.49 -2.57
H -1.07 -1.03 -4.21
H 1.15 0.36 -4.69
H 0.94 0.67 -2.92
H -0.12 1.28 -4.11
O -3.49 -3.93 0.96
S -3.09 -3.02 2.01
O -1.73 -2.38 1.99
O -4.29 -1.80 2.17
C -4.18 -0.69 3.11
C -2.82 0.05 3.20
C -3.33 -3.74 3.70
H -4.63 -1.01 4.05
H -4.93 0.05 2.82
H -2.55 0.41 2.21
H -1.97 -0.48 3.63
H -3.00 0.89 3.87
H -4.41 -3.86 3.65
H -2.87 -3.18 4.51
H -2.78 -4.68 3.58
O 3.21 5.71 -2.07
S 3.28 4.63 -2.99
O 4.47 3.72 -2.94
O 1.90 3.65 -2.95
C 0.68 4.25 -2.48
C 0.27 3.96 -1.01
C 3.05 5.14 -4.84
H -0.14 3.79 -3.03
H 0.54 5.29 -2.77
H -0.63 4.51 -0.75
H 1.09 4.23 -0.34
H -0.06 2.93 -0.92
H 3.94 4.96 -5.45
H 2.86 6.21 -4.79
H 2.21 4.64 -5.33
O 7.61 0.09 4.97
S 6.27 -0.05 5.57
O 6.05 0.73 6.83
O 5.08 0.35 4.50
C 3.65 0.51 4.95
C 2.66 0.96 3.87
C 5.98 -1.94 5.69
H 3.64 1.13 5.85
H 3.43 -0.52 5.25
H 2.65 0.41 2.92
H 2.85 1.99 3.57
H 1.61 0.90 4.17
H 5.98 -2.23 4.64
H 5.04 -2.17 6.20
H 6.88 -2.28 6.20
O -5.77 4.07 -0.70
S -5.00 3.12 0.08
O -5.37 2.77 1.45
O -5.00 1.70 -0.79
C -4.41 0.40 -0.34
C -4.35 -0.32 -1.71
C -3.17 3.47 -0.04
H -5.09 -0.11 0.34
H -3.50 0.43 0.25
H -3.52 0.05 -2.31
H -5.23 -0.28 -2.36
H -4.16 -1.39 -1.67
H -2.83 3.27 -1.05
H -2.71 2.79 0.68
H -3.00 4.50 0.27
*
```

## Properties
Frontier orbital gap (alpha / beta)   7.5 / 7.2 eV
Strongest force on any atom   0.0938 Eh/bohr
DFT total energy   -168780.7391 eV
E_LUMO (alpha / beta)   -4.483 / -4.857 eV

10.
DFT (ωB97M-V with the def2-TZVPD basis set) results for C6H13O3Rb as an isolated structure at a distorted geometry.

ORCA input file:
```
! wB97M-V def2-TZVPD RIJCOSX def2/J DEFGRID3
* xyz 1 2
C -3.41 -1.55 -0.82
C -3.51 -0.36 -0.22
C -2.37 0.36 0.42
C -2.01 1.64 -0.33
O -0.82 2.19 0.00
Rb 1.91 3.05 2.44
H -2.46 -1.90 -1.22
H -4.50 0.11 -0.11
H -4.30 -2.13 -1.10
H -1.49 -0.29 0.47
H -2.64 0.64 1.45
H -2.80 2.42 -0.24
H -1.97 1.49 -1.44
O 2.32 1.07 -0.15
C 2.61 -0.28 -0.45
C 3.67 -0.83 0.48
O 3.64 -2.23 0.38
H 1.44 1.39 -0.66
H 2.92 -0.36 -1.50
H 1.67 -0.85 -0.33
H 3.45 -0.52 1.52
H 4.65 -0.42 0.21
H 4.00 -2.63 1.18
*
```

## Properties
Frontier orbital gap (alpha / beta)   8.3 / 7.1 eV
Strongest force on any atom   0.0718 Eh/bohr
DFT total energy   -13221.7079 eV
E_LUMO (alpha / beta)   -3.810 / -4.961 eV

11.
DFT (ωB97M-V with the def2-TZVPD basis set) results for a 5-piece molecular cluster, C5H17NO4 overall at a distorted geometry.

ORCA input file:
```
! wB97M-V def2-TZVPD RIJCOSX def2/J DEFGRID3
* xyz 0 1
C 0.79 -2.31 -1.06
C 1.07 -1.11 -1.65
C 1.45 -0.08 -0.70
C 1.98 -0.32 0.58
C 2.13 0.60 1.85
N 1.29 1.84 1.96
H 0.36 -3.20 -1.58
H 0.89 -2.60 -0.08
H 1.15 -1.09 -2.62
H 1.19 0.92 -0.83
H 2.51 -1.35 0.94
H 2.11 -0.03 2.84
H 3.17 0.87 1.89
H 1.17 2.48 1.19
H 1.82 2.38 2.65
O -0.95 1.85 -1.99
H -1.23 1.06 -2.25
H -1.76 2.46 -1.92
O -1.53 -2.19 0.57
H -1.47 -1.29 0.98
H -1.34 -2.89 1.13
O -1.31 0.76 2.28
H -0.35 1.00 2.32
H -1.73 1.43 1.90
O -2.98 0.27 -2.26
H -2.78 -0.39 -1.55
H -3.16 1.07 -1.65
*
```

## Properties
Frontier orbital gap   8.6 eV
Strongest force on any atom   0.1433 Eh/bohr
DFT total energy   -15136.9033 eV
E_LUMO   0.387 eV

12.
DFT (ωB97M-V with the def2-TZVPD basis set) results for C3H4O2S2 as an isolated structure at a distorted geometry.

ORCA input file:
```
! wB97M-V def2-TZVPD RIJCOSX def2/J DEFGRID3
* xyz 0 1
C 0.34 1.07 -2.98
C -0.10 -0.72 -0.12
C -0.73 -1.03 2.46
O 0.37 2.26 -3.01
O 1.63 1.37 -0.64
S 1.03 0.22 -1.35
S 0.15 0.05 1.30
H 0.13 0.54 -3.95
H -0.45 -2.05 2.40
H -1.81 -0.78 2.36
H -0.56 -0.92 3.54
*
```

## Properties
Frontier orbital gap   8.0 eV
Strongest force on any atom   0.0382 Eh/bohr
DFT total energy   -28936.0658 eV
E_LUMO   -0.795 eV

13.
DFT (ωB97M-V with the def2-TZVPD basis set) results for C15H24GdN4O5 as an isolated structure at a distorted geometry.

ORCA input file:
```
! wB97M-V def2-TZVPD RIJCOSX def2/J DEFGRID3
* xyz 1 8
O -0.99 -1.72 1.20
H -0.78 -2.47 1.79
Gd -0.32 0.09 0.18
N -1.89 0.67 -1.51
N -0.69 2.47 -0.08
O -2.41 -0.29 -2.39
O -0.06 3.54 0.59
C -2.24 1.95 -1.77
C -1.59 2.94 -0.96
C -3.09 2.37 -2.93
C -1.79 4.40 -1.14
H -3.63 1.51 -3.33
H -2.43 2.80 -3.70
H -3.80 3.14 -2.59
H -0.95 4.94 -0.70
H -2.73 4.73 -0.63
H -1.89 4.62 -2.21
H -2.52 -1.12 -1.81
H 0.46 3.16 1.33
O 1.21 0.96 -1.71
H 1.50 0.59 -2.56
H 1.33 1.91 -1.74
C -1.94 0.56 1.99
H -2.11 -0.51 2.21
H -2.90 1.05 1.75
H -1.44 0.98 2.88
O -2.58 -2.37 -0.77
H -1.82 -2.46 -0.11
H -3.28 -2.14 -0.14
C 0.67 -4.24 -1.07
C 1.52 -4.63 -0.03
C 2.14 -3.67 0.78
C 1.87 -2.30 0.55
N 1.09 -1.92 -0.51
C 0.48 -2.86 -1.26
C 2.40 -1.21 1.41
C 3.47 -1.40 2.31
C 4.09 -0.29 2.89
C 3.66 1.00 2.54
C 2.55 1.12 1.71
N 1.88 0.05 1.23
H 0.16 -4.95 -1.72
H 1.72 -5.69 0.14
H 2.80 -3.95 1.60
H -0.18 -2.48 -2.05
H 3.78 -2.43 2.51
H 4.91 -0.44 3.59
H 4.17 1.89 2.91
H 2.19 2.10 1.35
*
```

## Properties
Frontier orbital gap (alpha / beta)   7.0 / 3.1 eV
Strongest force on any atom   0.0768 Eh/bohr
DFT total energy   -52964.3823 eV
E_LUMO (alpha / beta)   -3.812 / -5.041 eV